{"formula": "C6H11N", "method": "ωB97M-V/def2-TZVPD", "elements": ["C", "C", "C", "N", "C", "C", "C", "H", "H", "H", "H", "H", "H", "H", "H", "H", "H", "H"], "positions_angstrom": [[-0.505, -1.996, 2.625], [-0.057, -0.785, 1.854], [0.611, -0.794, 0.713], [1.102, 0.333, 0.032], [0.713, 0.483, -1.383], [-0.740, 1.936, -2.789], [-0.208, 1.669, -1.611], [-1.029, -1.718, 3.532], [-1.167, -2.634, 2.022], [0.321, -2.649, 2.894], [-0.279, 0.154, 2.353], [0.829, -1.755, 0.247], [0.903, 1.161, 0.577], [0.213, -0.427, -1.700], [1.618, 0.654, -1.960], [-0.504, 1.333, -3.659], [-1.440, 2.731, -2.995], [-0.380, 2.305, -0.752]], "homo_lumo_gap_ev": 9.22, "energy_ev": -7888.771, "e_lumo_ev": 1.22, "e_above_lowest_kcal_mol": 40.60, "multiplicity": 1, "mol_weight_g_mol": 97.2}

---

{"formula": "C40H60O20", "method": "ωB97M-V/def2-TZVPD", "elements": ["O", "C", "O", "C", "C", "C", "H", "H", "H", "H", "H", "H", "O", "C", "O", "C", "C", "C", "H", "H", "H", "H", "H", "H", "O", "C", "O", "C", "C", "C", "H", "H", "H", "H", "H", "H", "O", "C", "O", "C", "C", "C", "H", "H", "H", "H", "H", "H", "O", "C", "O", "C", "C", "C", "H", "H", "H", "H", "H", "H", "O", "C", "O", "C", "C", "C", "H", "H", "H", "H", "H", "H", "O", "C", "O", "C", "C", "C", "H", "H", "H", "H", "H", "H", "O", "C", "O", "C", "C", "C", "H", "H", "H", "H", "H", "H", "O", "C", "O", "C", "C", "C", "H", "H", "H", "H", "H", "H", "O", "C", "O", "C", "C", "C", "H", "H", "H", "H", "H", "H"], "positions_angstrom": [[3.846, -2.738, -1.802], [3.054, -3.412, -2.436], [1.960, -3.827, -1.802], [1.088, -4.589, -2.640], [1.826, -4.745, -3.968], [3.108, -3.751, -3.919], [0.169, -4.035, -2.830], [0.956, -5.526, -2.098], [1.087, -4.537, -4.742], [2.232, -5.701, -4.301], [3.051, -2.904, -4.603], [4.050, -4.227, -4.191], [4.277, 4.916, -0.415], [4.342, 3.735, -0.743], [4.852, 2.865, 0.089], [5.064, 1.568, -0.523], [4.542, 1.575, -1.958], [4.001, 3.030, -2.034], [4.602, 0.778, 0.069], [6.103, 1.239, -0.480], [3.881, 0.721, -2.108], [5.447, 1.392, -2.536], [2.924, 2.998, -2.199], [4.425, 3.559, -2.888], [5.498, 6.064, 4.830], [4.722, 5.184, 4.410], [4.121, 4.271, 5.202], [3.085, 3.534, 4.537], [3.271, 3.837, 3.088], [4.203, 5.033, 2.998], [2.119, 3.868, 4.917], [3.134, 2.450, 4.636], [2.378, 3.960, 2.475], [3.801, 3.024, 2.591], [3.544, 5.888, 2.852], [4.974, 4.956, 2.231], [-5.425, 3.704, -3.792], [-5.347, 2.451, -3.755], [-6.263, 1.596, -3.486], [-5.838, 0.190, -3.330], [-4.404, 0.092, -3.870], [-4.071, 1.615, -4.150], [-6.515, -0.386, -3.962], [-5.941, -0.075, -2.278], [-4.315, -0.604, -4.704], [-3.672, -0.204, -3.119], [-4.137, 1.709, -5.234], [-3.201, 2.051, -3.658], [1.022, 1.406, 1.704], [0.640, 0.832, 0.674], [1.469, 0.372, -0.278], [0.780, -0.045, -1.412], [-0.629, 0.567, -1.270], [-0.809, 0.710, 0.222], [0.851, -1.120, -1.579], [1.201, 0.467, -2.277], [-1.337, -0.197, -1.592], [-0.750, 1.448, -1.900], [-1.103, -0.160, 0.808], [-1.276, 1.635, 0.561], [-0.699, -2.232, 2.075], [-1.109, -3.233, 1.442], [-1.714, -3.210, 0.292], [-1.986, -4.530, -0.199], [-1.890, -5.479, 0.984], [-1.163, -4.650, 1.964], [-1.280, -4.653, -1.021], [-3.027, -4.519, -0.521], [-1.211, -6.299, 0.752], [-2.928, -5.691, 1.243], [-0.116, -4.924, 2.094], [-1.749, -4.560, 2.878], [3.614, -2.108, 6.084], [3.068, -1.505, 5.171], [1.956, -0.745, 5.336], [1.601, 0.003, 4.169], [2.503, -0.666, 3.167], [3.641, -1.461, 3.827], [1.957, 0.980, 4.496], [0.546, 0.032, 3.895], [2.845, 0.031, 2.402], [1.767, -1.129, 2.509], [4.628, -0.998, 3.821], [3.700, -2.354, 3.205], [-4.035, 2.643, 0.418], [-4.136, 1.435, 0.730], [-4.298, 0.586, -0.192], [-4.652, -0.746, 0.322], [-4.975, -0.475, 1.791], [-4.244, 0.853, 2.101], [-4.073, -1.634, 0.067], [-5.562, -1.040, -0.201], [-4.570, -1.287, 2.395], [-6.022, -0.339, 2.063], [-3.273, 0.840, 2.597], [-4.775, 1.559, 2.739], [0.388, -0.197, -4.810], [-0.183, -0.876, -5.659], [0.534, -1.374, -6.678], [-0.341, -2.159, -7.412], [-1.332, -2.531, -6.489], [-1.582, -1.353, -5.541], [0.268, -2.946, -7.856], [-0.752, -1.414, -8.093], [-1.195, -3.441, -5.904], [-2.338, -2.715, -6.865], [-1.681, -1.668, -4.502], [-2.293, -0.579, -5.831], [-0.104, 2.260, 7.561], [-0.527, 2.433, 6.395], [0.334, 2.514, 5.319], [-0.462, 2.693, 4.121], [-1.724, 3.404, 4.692], [-1.997, 2.734, 6.036], [-0.826, 1.750, 3.712], [0.058, 3.324, 3.400], [-2.556, 3.315, 3.993], [-1.458, 4.455, 4.806], [-2.699, 1.900, 6.041], [-2.540, 3.464, 6.637]], "homo_lumo_gap_ev": 8.34, "energy_ev": -83399.206, "e_lumo_ev": -0.80, "e_above_lowest_kcal_mol": 137.88, "multiplicity": 1, "mol_weight_g_mol": 860.9}

---

{"formula": "C2H9NO3", "method": "ωB97M-V/def2-TZVPD", "elements": ["O", "C", "C", "N", "H", "H", "H", "H", "H", "H", "H", "O", "H", "H", "O"], "positions_angstrom": [[0.464, 0.247, -1.977], [0.500, 0.266, -0.810], [-0.714, -0.207, 0.102], [-0.835, 0.763, 1.127], [1.445, 0.557, -0.295], [-1.565, -0.294, -0.573], [-0.410, -1.183, 0.485], [-1.372, 1.554, 0.773], [-1.426, 0.435, 1.897], [-0.135, -3.066, -2.058], [0.347, -3.638, -0.785], [-0.444, -3.223, -1.155], [1.883, 3.031, 1.525], [0.664, 2.268, 0.962], [1.599, 2.488, 0.782]], "homo_lumo_gap_ev": [10.22, 6.16], "energy_ev": -9842.491, "e_lumo_ev": [-5.27, -9.33], "charge": 1, "e_above_lowest_kcal_mol": 19.44, "multiplicity": 2, "mol_weight_g_mol": 95.1}

---

{"formula": "C44H48AsN10O2P2Ti", "method": "ωB97M-V/def2-TZVPD", "elements": ["Ti", "C", "N", "C", "C", "N", "C", "P", "C", "N", "C", "C", "N", "C", "C", "N", "C", "C", "N", "C", "H", "H", "H", "H", "H", "H", "H", "H", "H", "H", "H", "H", "H", "H", "H", "O", "N", "N", "O", "C", "C", "C", "C", "C", "C", "H", "H", "H", "H", "H", "C", "C", "As", "C", "C", "C", "C", "C", "C", "C", "C", "C", "C", "C", "C", "P", "C", "C", "C", "C", "C", "C", "C", "C", "C", "C", "C", "C", "H", "H", "H", "H", "H", "H", "H", "H", "H", "H", "H", "H", "H", "H", "H", "H", "H", "H", "H", "H", "H", "H", "H", "H", "N", "N", "H", "H", "H", "H"], "positions_angstrom": [[2.046, -0.025, -1.111], [-2.541, 0.785, -4.151], [-1.322, 1.161, -3.439], [-0.880, 2.440, -3.247], [0.277, 2.350, -2.527], [0.528, 1.033, -2.270], [-0.451, 0.329, -2.831], [-0.386, -1.480, -3.126], [1.339, -1.442, -3.747], [2.337, -0.841, -3.113], [3.427, -0.907, -3.934], [3.077, -1.561, -5.078], [1.755, -1.891, -4.948], [0.968, -2.607, -5.949], [0.016, -2.191, -1.485], [1.151, -1.980, -0.815], [1.263, -2.972, 0.112], [0.182, -3.798, 0.001], [-0.588, -3.301, -1.007], [-1.871, -3.841, -1.451], [-3.223, 1.631, -4.130], [-3.005, -0.056, -3.647], [-2.312, 0.526, -5.183], [-1.415, 3.290, -3.631], [0.927, 3.136, -2.181], [4.380, -0.476, -3.675], [3.644, -1.816, -5.955], [1.644, -2.943, -6.729], [0.218, -1.950, -6.384], [0.484, -3.471, -5.501], [2.099, -3.032, 0.787], [-0.097, -4.680, 0.548], [-2.069, -4.749, -0.888], [-1.830, -4.080, -2.511], [-2.663, -3.122, -1.262], [3.288, 1.438, -1.321], [4.547, 1.212, -1.226], [4.765, 0.037, -0.829], [3.763, -0.759, -0.541], [6.127, -0.456, -0.706], [7.187, 0.389, -0.985], [8.469, -0.126, -0.883], [8.670, -1.450, -0.510], [7.587, -2.270, -0.236], [6.293, -1.776, -0.332], [7.023, 1.416, -1.275], [9.313, 0.513, -1.101], [9.675, -1.841, -0.436], [7.742, -3.301, 0.049], [5.436, -2.399, -0.128], [-1.359, 0.948, 0.261], [-2.394, 1.508, 1.241], [-4.064, 1.875, 0.240], [-5.190, 2.384, 1.737], [-6.345, 1.698, 2.092], [-7.121, 2.147, 3.153], [-6.752, 3.283, 3.856], [-5.613, 3.985, 3.488], [-4.839, 3.542, 2.427], [-4.688, 0.028, 0.017], [-5.288, -0.335, -1.184], [-5.893, -1.581, -1.340], [-5.900, -2.480, -0.286], [-5.292, -2.138, 0.917], [-4.696, -0.894, 1.066], [0.330, 0.582, 0.867], [0.707, 2.082, 1.802], [0.161, 2.301, 3.066], [0.371, 3.506, 3.716], [1.135, 4.498, 3.113], [1.693, 4.281, 1.862], [1.479, 3.076, 1.210], [0.131, -0.723, 2.101], [1.228, -1.035, 2.904], [1.133, -2.033, 3.859], [-0.058, -2.735, 4.015], [-1.139, -2.451, 3.196], [-1.041, -1.456, 2.231], [-1.209, 1.704, -0.514], [-1.734, 0.044, -0.239], [-2.041, 2.471, 1.618], [-2.600, 0.878, 2.104], [-6.652, 0.812, 1.549], [-8.021, 1.610, 3.424], [-7.357, 3.628, 4.683], [-5.335, 4.885, 4.019], [-3.961, 4.111, 2.140], [-5.319, 0.376, -2.002], [-6.385, -1.832, -2.271], [-6.405, -3.432, -0.388], [-5.314, -2.830, 1.750], [-4.283, -0.621, 2.029], [-0.430, 1.529, 3.546], [-0.068, 3.676, 4.689], [1.304, 5.434, 3.626], [2.299, 5.047, 1.399], [1.938, 2.909, 0.239], [2.162, -0.499, 2.762], [1.984, -2.268, 4.485], [-0.137, -3.505, 4.770], [-2.068, -2.994, 3.319], [-1.881, -1.270, 1.579], [3.584, 1.797, 2.978], [3.894, 1.046, 1.792], [4.425, 2.055, 3.485], [3.010, 1.226, 3.585], [4.603, 0.338, 1.984], [4.307, 1.714, 1.147]], "homo_lumo_gap_ev": [7.34, 6.88], "energy_ev": -167922.417, "e_lumo_ev": [-4.84, -5.30], "charge": 2, "e_above_lowest_kcal_mol": 3.83, "multiplicity": 2, "mol_weight_g_mol": 933.7}